Here is 2 unconnected molecules or ions with the total composition C4H9NO2 at a distorted geometry from the Open Molecules 2025 dataset. Energies are from ωB97M-V/def2-TZVPD.

The geometry in XYZ format:
```
16
Properties=species:S:1:pos:R:3:forces:R:3
N -1.72539 -0.38419 2.27511 0.626 -0.538 -0.361
C -0.44185 -0.19607 1.59269 0.864 -0.190 0.254
C -0.59386 0.99862 0.69054 0.281 1.371 -0.083
O 0.27901 1.81267 0.41423 -1.551 -1.352 0.362
H -1.70642 -1.26433 2.79047 -0.178 0.515 0.017
H -1.84454 0.39747 2.89748 -0.263 -0.095 0.497
H -0.24307 -1.04996 0.90962 -0.073 0.307 0.410
H 0.45478 -0.06608 2.27671 -0.872 -0.117 -0.833
H -1.69321 1.09144 0.37545 1.143 0.181 -0.137
C 0.38657 -0.91651 -2.28090 -1.038 -0.429 0.116
C 1.10184 0.13087 -1.94405 0.984 0.670 0.159
O 2.46697 0.04183 -1.62677 -2.008 -0.743 -0.418
H -0.70593 -0.74308 -2.41502 1.068 -0.487 -0.087
H 0.84821 -1.90483 -2.32829 -0.397 0.226 -0.057
H 0.63931 1.13133 -1.89490 0.581 -0.515 0.059
H 2.77757 0.92081 -1.73237 0.833 1.194 0.103
```
Positions in Å, forces in eV/Å.

The structure (SMILES) is NCC=O.C=CO. As for the total energy: -9877.260 eV. The value obtained for the HOMO-LUMO gap is 10.05 eV.